Entry 1:
ORCA calculation (ωB97M-V with the def2-TZVPD basis set) on C8H10N2O3 in the gas phase in a non-equilibrium geometry.

The geometry in XYZ format:
```
23
C8H10N2O3, DFT ωB97M-V with the def2-TZVPD basis set
C -3.402 -0.149 0.120
C -2.729 -0.921 1.053
C -2.694 0.558 -0.837
C -1.350 -0.992 1.031
C -1.313 0.491 -0.872
C -0.644 -0.290 0.062
C 2.491 1.407 -0.685
C 1.875 0.833 0.561
N 0.756 -0.411 -0.013
N 1.328 -1.545 -0.381
O 0.621 -2.473 -0.696
O 2.551 -1.565 -0.393
O 2.677 0.264 1.462
H -4.480 -0.106 0.131
H -3.282 -1.475 1.798
H -3.219 1.153 -1.570
H -0.813 -1.602 1.741
H -0.753 1.019 -1.628
H 1.724 1.794 -1.349
H 3.143 2.227 -0.391
H 3.083 0.656 -1.206
H 1.172 1.501 1.059
H 3.260 -0.373 1.004
```

Output
E_HOMO	-0.3453	Eh
total charge	0
2S+1	1
SMILES string	C[C@H](O)N(c1ccccc1)[N+](=O)[O-]
LUMO level	0.8	eV

=====

Entry 2:
ORCA calculation (ωB97M-V with the def2-TZVPD basis set) on a 2-piece molecular cluster, C2H4O2 overall in a non-equilibrium geometry.

The geometry in XYZ format:
```
8
C2H4O2, DFT ωB97M-V with the def2-TZVPD basis set
O 2.832 2.163 0.414
C 2.942 3.156 1.061
H 2.094 3.268 1.777
H 3.798 3.862 1.179
O -2.742 -4.326 -1.056
C -2.919 -3.090 -1.074
H -3.569 -2.698 -1.892
H -2.436 -2.334 -0.410
```

Output
E_HOMO	-0.3759	Eh
total charge	0
2S+1	1
SMILES string	C=O.C=O
LUMO level	0.6	eV

=====

Entry 3:
ORCA calculation (ωB97M-V with the def2-TZVPD basis set) on C5H10N2O in the gas phase in a non-equilibrium geometry.

The geometry in XYZ format:
```
18
C5H10N2O, DFT ωB97M-V with the def2-TZVPD basis set
C -0.305 -0.139 0.109
C -0.246 1.343 0.195
C -0.790 -0.661 -1.234
C 1.260 -0.623 0.344
N 1.381 -1.863 0.907
C -1.766 1.932 0.289
N 2.208 0.087 -0.094
O -2.720 1.376 0.753
H -0.910 -0.551 0.921
H 2.288 -2.294 0.994
H 0.567 -2.378 1.193
H 3.133 -0.342 -0.037
H -1.844 2.990 -0.055
H 0.267 1.690 1.092
H 0.219 1.796 -0.680
H -0.723 -1.747 -1.274
H -1.829 -0.370 -1.381
H -0.188 -0.246 -2.040
```

Output
E_HOMO	-0.3428	Eh
total charge	0
2S+1	1
SMILES string	[H]/N=C(\N)[C@H](C)CC=O
LUMO level	0.9	eV

=====

Entry 4:
ORCA calculation (ωB97M-V with the def2-TZVPD basis set) on a 16-piece molecular cluster, C72H188N12O28 overall in a non-equilibrium geometry.

The geometry in XYZ format:
```
300
C72H188N12O28, DFT ωB97M-V with the def2-TZVPD basis set
O 17.769 11.878 7.921
H 17.072 12.510 7.747
H 18.534 12.415 8.127
O 15.422 12.100 4.462
H 15.621 11.956 3.537
H 15.053 11.270 4.761
O 15.941 17.529 8.552
H 15.375 17.736 9.295
H 16.830 17.623 8.894
O 19.857 13.423 8.550
H 20.154 13.111 9.405
H 20.606 13.903 8.196
C 20.552 11.352 -0.367
O 19.211 11.044 -0.618
C 18.935 9.707 -1.078
C 17.396 9.587 -1.334
N 16.694 9.799 -0.074
C 15.206 9.931 -0.096
C 14.708 10.272 1.333
O 15.246 11.472 1.865
C 14.642 12.604 1.331
H 21.106 11.373 -1.305
H 21.130 10.699 0.286
H 20.646 12.364 0.028
H 19.204 8.901 -0.395
H 19.485 9.462 -1.987
H 17.194 8.644 -1.843
H 16.960 10.342 -1.987
H 17.093 10.549 0.472
H 14.823 8.955 -0.395
H 14.817 10.675 -0.791
H 15.009 9.461 1.996
H 13.621 10.314 1.399
H 14.747 12.572 0.246
H 15.240 13.458 1.648
H 13.624 12.801 1.665
C 10.504 15.614 7.066
O 9.108 15.916 7.048
C 8.338 15.040 6.290
C 6.945 14.801 6.949
N 7.030 13.974 8.161
C 5.726 13.529 8.619
C 5.921 12.750 9.991
O 6.237 13.771 10.953
C 6.254 13.136 12.204
H 11.022 16.403 7.610
H 10.852 15.532 6.036
H 10.692 14.669 7.577
H 8.894 14.112 6.161
H 8.197 15.472 5.300
H 6.421 14.221 6.189
H 6.430 15.709 7.263
H 7.363 14.589 8.890
H 5.311 12.937 7.803
H 5.101 14.409 8.769
H 6.642 11.935 9.939
H 5.001 12.219 10.236
H 5.348 12.607 12.499
H 6.440 13.857 13.000
H 7.056 12.405 12.308
C 13.394 16.059 3.402
O 13.147 16.183 2.015
C 13.463 17.454 1.336
C 13.463 17.353 -0.181
N 14.407 16.339 -0.587
C 15.781 16.591 -0.258
C 16.620 15.602 -1.077
O 16.626 14.424 -0.259
C 17.493 13.342 -0.738
H 12.758 15.308 3.870
H 13.142 16.983 3.923
H 14.432 15.852 3.663
H 14.413 17.857 1.688
H 12.685 18.150 1.649
H 13.718 18.283 -0.690
H 12.452 17.090 -0.492
H 14.144 15.567 0.010
H 15.844 16.234 0.770
H 16.110 17.627 -0.350
H 17.628 16.006 -1.168
H 16.172 15.552 -2.070
H 18.550 13.596 -0.819
H 17.094 12.910 -1.656
H 17.544 12.531 -0.012
C 16.564 18.567 4.952
O 16.426 19.423 3.787
C 15.303 20.251 3.733
C 15.359 21.290 2.606
N 14.897 20.662 1.398
C 14.881 21.572 0.238
C 14.970 20.925 -1.153
O 16.237 20.247 -1.297
C 16.590 19.705 -2.592
H 15.804 17.789 4.879
H 16.386 19.025 5.925
H 17.540 18.086 5.004
H 15.217 20.842 4.645
H 14.355 19.714 3.711
H 16.435 21.457 2.566
H 14.778 22.170 2.881
H 15.485 19.848 1.291
H 15.644 22.337 0.375
H 13.878 21.994 0.307
H 15.012 21.669 -1.948
H 14.149 20.248 -1.387
H 16.290 20.407 -3.370
H 16.242 18.691 -2.790
H 17.661 19.522 -2.678
C 12.216 7.825 -0.743
O 11.168 8.152 0.163
C 10.192 9.139 -0.343
C 9.154 9.577 0.729
N 9.772 9.977 2.031
C 10.798 10.995 1.859
C 11.468 11.305 3.239
O 10.487 11.660 4.184
C 11.135 11.751 5.492
H 11.760 7.091 -1.407
H 13.046 7.356 -0.215
H 12.535 8.641 -1.392
H 9.686 8.753 -1.228
H 10.792 9.998 -0.641
H 8.570 8.671 0.894
H 8.498 10.383 0.399
H 9.052 10.300 2.661
H 10.314 11.881 1.448
H 11.628 10.760 1.193
H 12.235 12.072 3.134
H 12.041 10.423 3.526
H 11.919 11.033 5.730
H 10.315 11.690 6.208
H 11.540 12.762 5.547
C 18.937 10.636 4.755
O 19.428 9.433 4.184
C 19.181 9.340 2.756
C 19.519 7.872 2.346
N 20.950 7.518 2.512
C 21.971 8.377 1.874
C 23.443 7.858 2.148
O 23.858 7.789 3.534
C 23.620 8.924 4.302
H 17.859 10.490 4.819
H 19.234 11.542 4.228
H 19.364 10.759 5.751
H 19.776 10.125 2.289
H 18.158 9.595 2.478
H 19.213 7.816 1.301
H 18.866 7.140 2.821
H 21.105 7.315 3.489
H 21.802 9.398 2.217
H 21.788 8.247 0.807
H 24.124 8.564 1.672
H 23.542 6.891 1.655
H 22.559 9.165 4.367
H 24.039 9.890 4.020
H 24.083 8.614 5.238
C 20.094 15.111 1.476
O 20.760 15.099 0.177
C 21.698 16.137 0.066
C 22.528 15.993 -1.192
N 23.252 17.269 -1.445
C 23.914 17.172 -2.790
C 25.026 15.986 -2.903
O 25.948 16.342 -1.903
C 27.138 15.503 -1.934
H 19.363 14.303 1.459
H 19.531 16.042 1.534
H 20.766 15.021 2.330
H 22.374 16.055 0.917
H 21.138 17.072 0.080
H 21.890 15.619 -1.993
H 23.260 15.218 -0.965
H 24.082 17.235 -0.869
H 24.398 18.134 -2.956
H 23.154 17.113 -3.569
H 25.584 15.903 -3.836
H 24.656 14.968 -2.781
H 27.798 15.657 -2.787
H 26.873 14.451 -1.829
H 27.701 15.806 -1.051
C 11.879 12.131 9.322
O 12.636 13.210 8.805
C 13.877 12.818 8.225
C 14.529 14.062 7.502
N 15.839 13.636 7.016
C 16.701 14.789 6.602
C 17.939 14.321 5.794
O 18.059 15.093 4.604
C 17.232 14.528 3.539
H 11.412 11.517 8.552
H 11.023 12.522 9.873
H 12.425 11.531 10.050
H 13.712 11.971 7.558
H 14.514 12.536 9.063
H 14.575 14.791 8.310
H 13.861 14.440 6.728
H 15.751 13.061 6.190
H 17.024 15.290 7.515
H 16.094 15.524 6.074
H 18.026 13.272 5.511
H 18.764 14.592 6.453
H 17.507 13.512 3.256
H 17.273 15.150 2.645
H 16.237 14.414 3.970
C 11.732 16.967 10.952
O 11.335 16.067 12.018
C 10.762 14.915 11.364
C 9.805 14.267 12.359
N 10.593 13.540 13.405
C 9.625 13.066 14.390
C 10.374 12.603 15.675
O 11.023 13.778 16.134
C 11.546 13.881 17.427
H 10.954 17.279 10.255
H 12.538 16.547 10.351
H 12.095 17.904 11.373
H 11.559 14.244 11.043
H 10.116 15.148 10.517
H 9.249 13.508 11.809
H 9.221 15.027 12.878
H 11.135 14.237 13.895
H 9.027 12.246 13.992
H 8.842 13.765 14.682
H 11.037 11.777 15.415
H 9.695 12.328 16.482
H 12.130 12.990 17.656
H 10.707 13.875 18.124
H 12.146 14.784 17.537
C 13.041 10.229 19.023
O 14.231 10.401 18.354
C 14.386 9.705 17.090
C 13.453 10.112 15.889
N 13.833 9.496 14.652
C 13.027 10.018 13.564
C 13.499 9.263 12.348
O 13.246 7.864 12.590
C 11.876 7.410 12.489
H 12.966 11.073 19.708
H 13.027 9.308 19.606
H 12.294 10.309 18.232
H 14.282 8.657 17.369
H 15.402 9.778 16.703
H 13.539 11.191 15.765
H 12.406 9.882 16.086
H 13.566 8.531 14.786
H 13.239 11.064 13.343
H 11.960 9.956 13.781
H 14.502 9.596 12.081
H 12.827 9.563 11.544
H 11.138 7.928 13.101
H 11.923 6.349 12.733
H 11.471 7.535 11.485
C 9.396 10.182 10.847
O 8.661 9.156 11.426
C 7.350 9.615 11.969
C 6.462 8.409 12.213
N 5.756 8.043 10.974
C 4.964 6.772 11.113
C 3.720 6.823 12.048
O 4.004 6.602 13.433
C 4.656 5.373 13.802
H 8.853 10.572 9.986
H 10.328 9.743 10.492
H 9.508 11.039 11.510
H 6.912 10.341 11.284
H 7.471 10.154 12.909
H 5.778 8.765 12.985
H 7.193 7.660 12.518
H 6.428 8.006 10.221
H 5.600 5.936 11.404
H 4.562 6.558 10.122
H 2.931 6.093 11.867
H 3.229 7.790 11.938
H 4.907 5.360 14.862
H 5.594 5.165 13.288
H 4.015 4.500 13.683
C 17.109 14.275 10.652
O 16.326 14.709 11.750
C 15.409 13.779 12.322
C 14.273 14.355 13.211
N 14.758 14.877 14.467
C 13.669 15.488 15.196
C 14.393 16.484 16.214
O 15.058 17.453 15.400
C 16.071 18.149 16.054
H 17.888 15.018 10.483
H 16.479 14.192 9.766
H 17.767 13.436 10.879
H 16.073 13.137 12.901
H 15.080 13.054 11.577
H 13.531 13.586 13.426
H 13.806 15.132 12.606
H 15.493 15.539 14.260
H 13.053 14.665 15.558
H 12.953 16.042 14.588
H 15.133 15.894 16.755
H 13.693 16.988 16.880
H 16.375 18.894 15.318
H 16.934 17.519 16.271
H 15.774 18.824 16.857
```

Output
E_HOMO (alpha / beta)	-0.3431 / -0.3431	Eh
total charge	+1
2S+1	2
LUMO level (alpha / beta)	-2.4 / -7.6	eV

=====

Entry 5:
ORCA calculation (ωB97M-V with the def2-TZVPD basis set) on C10H13N7NiO7 as an isolated structure.

The geometry in XYZ format:
```
38
C10H13N7NiO7, DFT ωB97M-V with the def2-TZVPD basis set
Ni 1.024 -0.116 -0.049
O 3.584 -2.793 1.786
C 2.541 -2.188 1.239
O 2.671 -1.265 0.457
C 1.222 -2.747 1.687
O 0.225 -2.235 0.849
C -0.985 -1.884 1.564
C -0.809 -0.501 2.181
O -1.140 -0.291 3.343
O -0.321 0.362 1.368
H 4.384 -2.339 1.470
H 1.271 -3.839 1.652
H 1.086 -2.448 2.734
H -1.773 -1.846 0.814
H -1.198 -2.636 2.322
N 0.731 2.417 3.957
N 1.217 2.343 2.653
N 0.933 3.254 1.745
C 1.479 2.703 0.670
N 2.077 1.539 0.942
N 1.902 1.339 2.249
H -0.108 2.985 3.875
H 0.418 1.465 4.160
H 1.431 3.129 -0.318
C -3.538 0.245 -3.510
N -2.125 0.288 -3.152
C -1.221 0.899 -3.966
C 0.085 1.007 -3.659
C 0.481 0.453 -2.395
O 1.651 0.545 -1.907
N -0.406 -0.187 -1.618
C -1.731 -0.285 -1.926
O -2.558 -0.839 -1.224
H -3.630 0.222 -4.594
H -4.069 1.112 -3.118
H -3.975 -0.652 -3.086
H -1.626 1.294 -4.889
H 0.797 1.489 -4.308
```

Output
E_HOMO (alpha / beta)	-0.3256 / -0.3251	Eh
total charge	0
2S+1	3
LUMO level (alpha / beta)	0.4 / 0.2	eV

=====

Entry 6:
ORCA calculation (ωB97M-V with the def2-TZVPD basis set) on a 2-piece molecular cluster, C8H6BrIN2OS overall in a non-equilibrium geometry.

The geometry in XYZ format:
```
20
C8H6BrIN2OS, DFT ωB97M-V with the def2-TZVPD basis set
C -0.183 2.893 1.502
C 0.553 3.844 1.697
C 3.091 -0.716 0.289
C 2.791 0.559 0.672
C 2.015 -1.593 0.302
C 0.588 0.211 0.503
C -3.228 1.093 -0.453
C -0.987 1.933 0.940
N 1.601 1.098 0.651
N 0.783 -1.145 0.472
O -0.670 0.683 0.493
S -2.617 2.416 0.573
Br -1.328 1.387 -3.433
I 1.879 5.154 2.510
H 4.129 -0.928 0.178
H 3.574 1.375 0.890
H 1.976 -2.596 0.191
H -4.304 1.132 -0.504
H -3.213 0.021 0.103
H -2.712 0.949 -1.332
```

Output
E_HOMO	-0.2446	Eh
total charge	0
2S+1	1
LUMO level	-2.9	eV